1.
{
  "formula": "C4H11N3O2",
  "method": "ωB97M-V/def2-TZVPD",
  "e_tot_ev": -12890.498,
  "relative_energy_kcal_mol": 53.77,
  "smiles": "CN=C(N)N.CC(=O)O",
  "gap_ev": 9.68,
  "homo_ev": -9.21,
  "symbols": ["C", "N", "C", "N", "N", "H", "H", "H", "H", "H", "H", "H", "C", "C", "O", "O", "H", "H", "H", "H"],
  "xyz": [[-0.506, -0.351, -1.967], [-0.714, -0.048, -0.542], [-1.590, -0.673, 0.280], [-1.962, -0.005, 1.516], [-2.387, -1.771, -0.149], [0.258, 0.281, -2.360], [-1.289, -0.209, -2.696], [-0.126, -1.480, -2.072], [-1.348, 0.654, 1.827], [-2.248, -0.719, 2.201], [-2.195, -2.247, -0.986], [-3.257, -2.024, 0.402], [2.754, 0.700, 0.275], [1.926, 1.518, 1.237], [2.286, 2.368, 1.956], [0.645, 1.502, 1.092], [2.616, -0.380, -0.163], [3.811, 0.651, 0.612], [2.951, 1.392, -0.685], [0.376, 0.841, 0.223]],
  "atomic_forces_ev_per_a": [[0.79, -3.31, 1.04], [-1.67, -1.15, 1.63], [0.06, 2.15, -2.64], [-1.87, -5.28, -2.87], [-0.71, 1.86, 3.55], [0.89, 0.37, 0.15], [-1.11, -0.06, 0.35], [-0.67, 2.22, -0.09], [2.26, 2.10, 0.89], [0.34, 0.90, -0.18], [0.29, -0.33, -0.88], [1.86, 0.50, -1.23], [3.09, -0.28, -2.96], [-1.21, -0.50, -1.74], [3.75, 1.99, 2.70], [-2.97, -3.26, -3.45], [-0.88, 2.09, 1.24], [-0.66, 0.10, 0.36], [-0.92, -1.38, 1.92], [-0.64, 1.28, 2.21]]
}



2.
{
  "formula": "C4H11N3O2",
  "method": "ωB97M-V/def2-TZVPD",
  "e_tot_ev": -12887.760,
  "relative_energy_kcal_mol": 116.92,
  "gap_ev": 9.08,
  "homo_ev": -8.48,
  "symbols": ["C", "C", "C", "O", "N", "H", "H", "H", "H", "H", "H", "H", "N", "C", "O", "N", "H", "H", "H", "H"],
  "xyz": [[1.089, 0.950, -1.667], [1.375, -1.627, 1.007], [0.937, -0.229, 0.708], [0.778, -0.245, -1.019], [1.395, 0.781, 1.301], [1.014, 1.677, 1.016], [0.177, 1.543, -1.855], [1.602, 0.745, -2.614], [1.769, 1.582, -1.075], [2.380, -1.770, 0.616], [0.715, -2.347, 0.528], [1.372, -1.796, 2.084], [-2.571, 0.165, -0.751], [-1.538, -0.530, -0.269], [-1.365, 0.989, 1.394], [-0.964, -0.278, 0.892], [-0.946, 1.017, 2.267], [-2.841, 1.012, -0.274], [-3.070, -0.163, -1.559], [-1.308, -1.476, -0.730]],
  "atomic_forces_ev_per_a": [[-0.04, 0.35, 0.38], [-0.34, -0.05, -0.12], [1.19, 0.22, -2.10], [0.39, -0.28, 1.92], [-0.41, -0.03, 0.19], [0.18, -0.01, -0.27], [0.17, -0.01, -0.14], [-0.17, -0.05, 0.04], [-0.05, -0.10, 0.00], [0.00, 0.05, -0.01], [0.02, -0.03, -0.01], [-0.03, 0.08, -0.04], [0.35, 0.10, -0.14], [-0.81, -0.07, 2.02], [-0.27, -0.52, -0.23], [-0.56, 0.17, -1.13], [0.07, -0.05, -0.18], [-0.07, -0.07, -0.13], [0.08, 0.20, 0.06], [0.30, 0.11, -0.11]]
}



Lowest unoccupied orbital energy
In order: 0.47, 0.60
Unit: eV